Density functional theory data (ωB97M-V with the def2-TZVPD basis set) for an isolated molecule of C2H7N3O in a non-equilibrium geometry.

Output
- total energy (eV) = -8701.13511
- energy above the lowest of the compared OMol25 structures with the same formula, charge and spin (kJ/mol) = 496.12
- E_HOMO (eV) = -8.46
- Kohn-Sham gap (eV) = 9.44

ORCA input file:
```
! RIJCOSX wB97M-V def2-TZVPD def2/J DEFGRID3
* xyz 0 1
H -0.3530 -1.5246 0.5008
H -2.5555 -0.0840 -0.0889
H 1.6630 -0.6965 -1.3697
H 2.8847 0.1690 -0.4735
C -0.8645 1.0305 -0.2937
H -1.5527 2.0373 -0.4188
H 1.3547 0.3363 1.3896
N 1.0146 0.0922 0.4858
N -1.5926 -0.0665 0.1408
O -1.1850 -1.3791 -0.0900
H 2.2206 -1.4838 0.2940
N 0.3906 1.3191 0.0243
C 2.0529 -0.5529 -0.3179
*
```

Löwdin population analysis, charges in e, atoms 1 to 4: 0.1231, 0.1044, 0.0893, 0.0700